Molecular formula: C2H3N3O3
Method: DFT, ωB97M-V/def2-TZVPD

XYZ file:
```
11
C2H3N3O3 | the Open Molecules 2025 dataset | ωB97M-V/def2-TZVPD
O 0.610 -1.797 1.751
N 0.706 -1.409 0.435
C 0.274 -0.235 0.216
O -0.355 0.564 1.172
N -0.934 1.665 0.452
C -0.627 1.505 -0.769
N 0.276 0.420 -1.011
O -0.010 -0.346 -2.167
H -0.133 -1.330 2.155
H -0.900 2.175 -1.542
H 0.855 -0.557 -2.482
```

Output
Relative energy (zero: lowest compared OMol25 entry of this formula, charge and spin) in kJ/mol: 383.49
Structure (SMILES): O/N=c1\oncn1O
E_LUMO in eV: 0.477
Kohn-Sham gap in eV: 9.6